{
  "formula": "C26H31F17O16",
  "method": "ωB97M-V/def2-TZVPD",
  "elements": ["C", "C", "O", "C", "O", "O", "F", "H", "H", "H", "C", "C", "O", "C", "O", "O", "F", "H", "H", "H", "C", "C", "O", "C", "O", "C", "F", "F", "F", "H", "H", "H", "H", "H", "C", "C", "O", "C", "O", "C", "F", "F", "F", "H", "H", "H", "H", "H", "C", "C", "O", "C", "O", "C", "F", "F", "F", "H", "H", "H", "H", "H", "C", "C", "O", "C", "O", "C", "F", "F", "F", "H", "H", "H", "H", "H", "C", "C", "O", "C", "O", "C", "F", "F", "F", "H", "H", "H", "H", "H"],
  "xyz": [[-0.752, 4.008, 6.092], [-1.416, 2.888, 5.388], [-0.334, 2.360, 4.658], [0.573, 3.310, 4.464], [1.532, 3.201, 3.741], [0.305, 4.345, 5.184], [-2.332, 3.491, 4.588], [-0.386, 3.624, 7.044], [-1.383, 4.893, 6.173], [-1.896, 2.169, 6.051], [-0.796, 0.551, 1.600], [0.669, 0.609, 1.169], [0.746, 0.165, -0.150], [-0.395, -0.456, -0.520], [-0.517, -1.120, -1.552], [-1.226, -0.366, 0.525], [1.331, -0.274, 1.940], [-1.425, 1.427, 1.446], [-0.986, 0.071, 2.560], [1.142, 1.587, 1.251], [-3.749, 1.302, 2.708], [-5.143, 1.879, 2.745], [-6.186, 0.896, 2.931], [-7.447, 1.152, 2.489], [-7.931, 2.326, 2.302], [-8.352, -0.124, 2.355], [-9.436, 0.084, 3.059], [-8.686, -0.207, 1.039], [-7.687, -1.173, 2.802], [-3.155, 2.215, 2.697], [-3.665, 0.579, 1.896], [-3.540, 0.764, 3.632], [-5.397, 2.399, 1.821], [-5.214, 2.619, 3.542], [2.699, -2.524, -2.211], [2.174, -2.896, -3.619], [3.307, -2.881, -4.515], [4.256, -3.869, -4.461], [4.181, -4.894, -3.746], [5.494, -3.653, -5.390], [5.518, -2.402, -5.867], [6.702, -3.861, -4.751], [5.384, -4.534, -6.416], [3.161, -1.537, -2.187], [3.404, -3.224, -1.764], [1.922, -2.439, -1.451], [1.437, -2.103, -3.747], [1.684, -3.870, -3.587], [4.052, 1.252, -0.086], [4.568, -0.197, 0.070], [5.435, -0.643, -0.960], [6.816, -0.587, -0.808], [7.411, -0.038, 0.103], [7.553, -1.091, -2.087], [8.515, -0.243, -2.555], [8.277, -2.197, -1.724], [6.727, -1.474, -3.002], [3.542, 1.613, 0.808], [3.397, 1.329, -0.954], [4.890, 1.918, -0.291], [3.616, -0.728, 0.078], [5.088, -0.454, 0.993], [-0.897, 3.645, -5.102], [-1.286, 3.316, -3.618], [-0.285, 3.850, -2.849], [-0.310, 3.654, -1.506], [-1.109, 2.960, -0.914], [0.826, 4.414, -0.787], [1.383, 3.597, 0.039], [1.755, 4.888, -1.598], [0.344, 5.333, 0.028], [-0.615, 4.698, -5.110], [-1.756, 3.532, -5.763], [-0.082, 2.976, -5.379], [-1.401, 2.241, -3.479], [-2.270, 3.706, -3.359], [-4.473, -4.046, -0.549], [-2.908, -3.782, -0.650], [-2.350, -4.097, 0.580], [-1.004, -4.352, 0.669], [-0.226, -4.718, -0.229], [-0.513, -4.339, 2.160], [0.208, -5.470, 2.393], [0.306, -3.339, 2.333], [-1.529, -4.236, 3.066], [-4.786, -5.079, -0.398], [-4.860, -3.748, -1.523], [-5.051, -3.482, 0.183], [-2.754, -2.708, -0.756], [-2.432, -4.380, -1.426]],
  "forces_ev_per_angstrom": [[0.3, 0.8, 0.7], [0.4, 0.6, 0.5], [-2.0, -1.9, -0.3], [2.9, -0.5, -2.1], [-1.2, -0.1, 0.5], [-0.3, 1.9, 1.8], [-0.8, -0.6, -1.1], [0.4, 0.5, 0.1], [0.0, -0.3, 0.3], [0.1, -0.3, -0.5], [-0.2, -0.8, -2.5], [-0.1, 1.3, 0.8], [0.4, 0.6, -0.7], [0.4, -2.1, -0.9], [-0.2, 2.2, 2.9], [-1.9, -0.7, -0.2], [0.8, -0.7, 0.5], [0.6, 0.2, 0.2], [0.3, 0.0, -0.2], [0.0, -0.1, 0.0], [-1.2, -0.3, 0.5], [-0.9, 0.8, -0.1], [-1.4, -0.8, -0.8], [-0.6, 5.3, 0.4], [2.3, -5.5, 0.5], [1.5, 2.2, -0.7], [-0.8, -0.5, 0.3], [0.2, -0.7, 0.9], [-0.5, -0.7, -0.4], [0.5, -0.5, -0.5], [0.5, 0.4, -0.2], [0.1, 0.0, 0.1], [0.2, 0.1, -0.1], [-0.1, 0.0, 0.1], [0.1, -0.2, 0.7], [0.7, -0.2, 2.9], [1.4, -0.6, -1.1], [-1.7, -2.4, 3.2], [0.3, 3.5, -2.6], [0.4, 0.2, 0.2], [0.1, -0.6, -0.1], [-2.0, 0.0, -0.8], [0.3, 0.7, 0.7], [0.2, 0.0, -0.5], [0.1, -0.2, -0.4], [-0.5, -0.2, -0.4], [0.3, -0.1, -1.5], [0.2, 0.0, -0.3], [1.5, -0.1, -0.4], [-0.7, 0.7, 1.3], [1.9, -0.6, -1.2], [-1.0, 2.7, 1.2], [-1.2, -1.5, -1.6], [2.2, -1.1, 1.4], [-1.7, -0.2, 0.3], [-0.5, 0.4, 0.1], [-0.7, 0.3, -1.3], [0.0, -0.2, 0.0], [-0.2, -0.2, 0.1], [0.0, 0.2, 0.2], [0.5, -1.0, -0.5], [-0.2, 0.7, 0.3], [-0.6, -0.2, 1.5], [-1.7, -1.0, -2.6], [1.7, 0.9, 3.0], [-1.3, -0.6, -1.4], [1.0, 0.9, -0.5], [-0.7, -0.1, -0.3], [1.7, -2.5, 1.2], [-0.1, 0.5, -0.3], [-0.8, 1.7, -0.4], [0.3, -0.1, -0.2], [0.1, -0.2, 0.0], [0.0, 0.3, -0.3], [0.4, -0.2, 0.1], [0.1, 0.5, 0.1], [0.9, 0.1, -0.9], [-2.5, 0.1, -0.4], [3.1, -0.6, 2.3], [0.3, -1.8, -2.2], [-2.6, 1.7, 2.7], [-0.7, -1.3, -0.2], [-1.0, 0.7, 0.0], [0.6, 1.2, 0.3], [1.0, -0.3, -0.8], [0.6, -0.2, -0.1], [-0.1, 0.0, -0.1], [0.7, 0.4, 0.2], [0.1, -0.1, -0.6], [-0.2, 0.2, -0.2]],
  "lowdin_charge": [-0.04, -0.31, 0.14, -0.61, 0.16, 0.13, 0.07, 0.15, 0.15, 0.18, 0.00, -0.33, 0.12, -0.51, 0.12, 0.05, 0.08, 0.11, 0.14, 0.14, -0.07, -0.20, 0.01, -0.27, 0.08, -0.57, 0.20, 0.15, 0.18, 0.07, 0.09, 0.09, 0.13, 0.13, -0.07, -0.16, 0.01, -0.29, 0.11, -0.48, 0.16, 0.13, 0.15, 0.07, 0.08, 0.06, 0.12, 0.13, -0.04, -0.21, -0.01, -0.29, 0.15, -0.52, 0.15, 0.13, 0.21, 0.07, 0.07, 0.08, 0.10, 0.13, -0.03, -0.24, 0.02, -0.31, 0.16, -0.62, 0.19, 0.20, 0.19, 0.08, 0.07, 0.08, 0.13, 0.13, -0.04, -0.20, -0.01, -0.29, 0.13, -0.53, 0.14, 0.19, 0.14, 0.07, 0.07, 0.07, 0.12, 0.13],
  "orbital_gap_ev": 10.855,
  "smiles": "O=C1OC[C@@H](F)O1.O=C1OC[C@@H](F)O1.CCOC(=O)C(F)(F)F.CCOC(=O)C(F)(F)F.CCOC(=O)C(F)(F)F.CCOC(=O)C(F)(F)F.CCOC(=O)C(F)(F)F",
  "homo_energy_ev": -10.90,
  "energy_ha": -3910.90109
}